[1]
57
Properties=species:S:1:pos:R:3 method="wB97M-V/def2-TZVPD" relative_energy_kj_mol=860.7 e_lumo_ev="-3.738 / -5.899" orbital_gap_ev="6.478 / 4.317" multiplicity=3 homo_ha="-0.3754 / -0.3754"
Pd -0.6411 0.4611 0.0838
P -1.0149 -4.8667 -0.7011
F -0.1720 -6.2596 -0.2663
F -0.2540 -3.8890 0.3701
F 0.0580 -4.4598 -1.8569
F -1.7442 -3.5997 -1.2695
F -1.7480 -5.8443 -1.7658
F -2.1927 -5.1398 0.3333
F -0.8447 4.0855 0.8274
C 5.6637 -0.0431 -3.9202
O 6.0974 -0.4798 -2.6971
C 5.3263 -0.2823 -1.6273
O 4.1460 0.1792 -1.6343
O 5.9475 -0.7695 -0.5199
C 7.3085 -0.9095 -0.3768
H 6.0281 0.9206 -4.2761
H 4.5820 -0.0204 -4.0526
H 6.0141 -0.7440 -4.6779
H 7.5731 -0.5158 0.6045
H 7.9211 -0.3525 -1.0857
H 7.6841 -1.9325 -0.3975
C -0.8365 4.3931 -4.8811
O -0.8900 3.3264 -5.7946
C -1.0925 2.0710 -5.3327
O -1.4387 1.7736 -4.1427
O -1.1203 1.2969 -6.3936
C -1.2448 -0.1091 -6.3337
H -1.5482 4.3473 -4.0567
H -0.7665 5.3472 -5.4035
H 0.1096 4.2740 -4.3532
H -2.1053 -0.3180 -5.6981
H -0.3944 -0.5445 -5.8089
H -1.2398 -0.5787 -7.3173
C -6.4965 2.4750 1.3716
O -6.9337 1.2986 2.0505
C -6.0978 0.3008 2.2404
O -4.9943 0.0900 1.6988
O -6.6498 -0.4082 3.1940
C -6.1292 -1.7813 3.4847
H -7.3670 3.0991 1.1695
H -6.0601 2.2737 0.3933
H -5.8196 3.0681 1.9865
H -6.3627 -2.1112 4.4970
H -5.0553 -1.8478 3.3104
H -6.6611 -2.4943 2.8547
C 0.7450 2.5441 5.8895
O 1.2253 1.2604 6.3155
C 1.5582 0.3377 5.3753
O 1.4080 0.3927 4.1387
O 2.2183 -0.6086 6.0637
C 3.0019 -1.5694 5.3700
H 1.2978 2.9324 5.0341
H 0.7349 3.2011 6.7592
H -0.2974 2.3935 5.6087
H 2.8485 -2.5641 5.7885
H 4.0500 -1.2856 5.4649
H 2.6657 -1.8145 4.3626



[2]
49
Properties=species:S:1:pos:R:3 method="wB97M-V/def2-TZVPD" e_lumo_ev=2.603 orbital_gap_ev=8.814 multiplicity=1 homo_ha=-0.2283 charge=-1
C 0.5919 -2.9558 0.7538
C -0.4850 -1.8940 0.8223
F -1.4632 -2.2743 1.7343
O -1.0824 -1.7678 -0.4278
P -1.9500 -0.4483 -0.7447
O -3.2346 -0.4927 -0.0249
O -1.0909 0.7968 -0.2408
C -0.1319 1.4693 -1.0721
C 0.8543 0.5685 -1.8133
C 2.3419 0.9301 -1.6029
C 3.2184 -0.3059 -1.4098
N 3.8589 -0.7287 -2.6696
C 2.9654 -0.8973 -3.7913
N 3.1255 -0.2173 -4.8504
N 1.9674 -1.8529 -3.6911
O -2.0001 -0.3443 -2.2936
C -1.3939 -1.4096 -3.2213
O -1.8512 -2.5026 -3.0278
O -0.5174 -0.9183 -3.9416
H 0.3522 -3.6843 -0.0152
H 1.5482 -2.4833 0.5338
H 0.6823 -3.4442 1.7207
H -0.0821 -0.9399 1.1680
H 0.3930 2.1393 -0.3928
H -0.6627 2.0896 -1.7921
H 0.6289 0.6716 -2.8699
H 0.7255 -0.4725 -1.5283
H 2.4452 1.5589 -0.7195
H 2.7183 1.4498 -2.4824
H 4.0398 -0.0631 -0.7352
H 2.6466 -1.1019 -0.9196
H 4.2747 -1.6399 -2.4932
H 3.9158 0.4008 -4.6989
H 1.8347 -2.1706 -2.7405
H 1.0609 -1.5114 -4.0220
O 0.1785 3.0861 3.1219
C -0.8712 2.6417 3.5012
O -0.8909 1.4077 4.0355
C -2.0315 0.8640 4.7141
C -3.0383 0.2596 3.7624
C -2.1702 3.3924 3.3217
H -2.4849 1.6145 5.3660
H -1.6098 0.0990 5.3644
H -3.4616 1.0079 3.0936
H -3.8551 -0.2060 4.3158
H -2.5688 -0.4954 3.1332
H -2.5529 3.1699 2.3258
H -1.9543 4.4554 3.3877
H -2.9334 3.1492 4.0562



[3]
44
Properties=species:S:1:pos:R:3 method="wB97M-V/def2-TZVPD" relative_energy_kj_mol=0.0 e_lumo_ev="-5.220 / -5.106" orbital_gap_ev="9.440 / 9.577" multiplicity=7 homo_ha="-0.5387 / -0.5396" charge=+2
Tb -0.6447 -0.2435 -0.5436
C -1.1585 1.0305 2.5291
C -2.3489 1.5786 1.7865
O -2.0750 1.4878 0.3766
C -1.9711 2.6838 -0.4109
C -0.5415 3.1654 -0.4058
O 0.2979 2.0031 -0.6228
C 1.4510 2.1495 -1.4829
C 1.1337 1.5076 -2.8083
O 0.6102 0.1810 -2.5755
C 1.4435 -0.9493 -2.8977
C 2.3880 -1.2514 -1.7551
O 1.6363 -1.1263 -0.5268
C 1.9291 -2.0529 0.5455
C 0.8390 -3.0925 0.5752
O -0.4342 -2.4186 0.4976
C -1.3380 -2.5113 1.6175
C -1.0060 -1.4424 2.6311
O -0.7776 -0.2158 1.8992
H -1.3916 0.8682 3.5808
H -0.2968 1.6938 2.4628
H -2.5408 2.6143 2.0696
H -3.2488 0.9923 1.9694
H -2.6522 3.4525 -0.0463
H -2.2884 2.3951 -1.4140
H -0.2480 3.6179 0.5416
H -0.3874 3.8893 -1.2069
H 2.2787 1.6536 -0.9777
H 1.7047 3.2019 -1.6083
H 2.0227 1.4574 -3.4382
H 0.3588 2.0533 -3.3454
H 2.0012 -0.7592 -3.8146
H 0.7555 -1.7749 -3.0804
H 3.2333 -0.5643 -1.7079
H 2.7692 -2.2680 -1.8608
H 1.9555 -1.4653 1.4621
H 2.9069 -2.5106 0.3982
H 0.8981 -3.6873 1.4873
H 0.8924 -3.7647 -0.2807
H -1.2884 -3.5034 2.0655
H -2.3323 -2.3673 1.1954
H -0.1099 -1.6656 3.2115
H -1.8471 -1.3182 3.3145
I -3.0316 -1.0690 -1.8230



[4]
49
Properties=species:S:1:pos:R:3 method="wB97M-V/def2-TZVPD" relative_energy_kj_mol=0.0 e_lumo_ev="-0.361 / -1.335" orbital_gap_ev="6.309 / 5.867" multiplicity=6 homo_ha="-0.2451 / -0.2647"
O -3.6952 -2.0104 -0.3952
H -3.2922 -2.0062 -1.3326
Mn -0.0942 -0.5410 -0.7720
N 1.4410 -1.1081 0.0694
N -0.8789 -1.3877 1.0806
N 0.4453 1.0766 -1.3364
N -1.8560 0.5332 -0.5898
O 2.5846 -0.5833 -0.2732
O 1.7603 1.4646 -1.2762
O -2.9436 0.4017 0.1656
O -1.9634 -1.2589 1.7377
C 0.1073 -2.0758 1.7201
C 1.4013 -1.8894 1.1861
C -0.4478 2.0765 -1.6376
C -1.7451 1.7722 -1.1668
C 2.7113 -2.2196 1.7919
H 3.1895 -1.3996 2.3453
H 3.4159 -2.5243 1.0150
H 2.5752 -3.0319 2.4946
C -0.1697 -2.8493 2.9480
H -1.2466 -2.9683 2.9756
H 0.1567 -2.3543 3.8734
H 0.2983 -3.8364 2.8741
C -0.0321 3.3345 -2.2955
C -2.8654 2.7328 -1.2556
H 0.9951 3.2507 -2.6447
H -0.1195 4.2211 -1.6630
H -0.6997 3.4681 -3.1427
H -3.7683 2.2827 -0.8386
H -3.0556 2.9546 -2.3140
H -2.6801 3.6965 -0.7522
H 2.2384 0.6461 -0.8059
H -2.7765 -0.4105 0.8585
C 0.5969 -1.2939 -2.3201
H 1.4308 -1.9020 -2.6830
H 0.2137 -0.9697 -3.2970
H -0.2479 -1.9794 -2.0546
O 0.9174 -3.3576 -4.7901
H 0.8616 -2.5953 -5.4211
H 1.8139 -3.4505 -4.4505
N 1.4652 2.0709 2.8605
C 0.1504 2.1791 3.2960
C -0.6334 1.5809 2.3267
N 0.1989 1.0972 1.3228
C 1.4297 1.4245 1.6527
H 2.3097 2.3799 3.2914
H -0.1504 2.6680 4.2026
H -1.6880 1.4635 2.3161
H 2.3413 1.2273 1.1037



[5]
43
Properties=species:S:1:pos:R:3 method="wB97M-V/def2-TZVPD" relative_energy_kj_mol=32.1 e_lumo_ev=0.776 orbital_gap_ev=9.813 multiplicity=1 homo_ha=-0.3321
O -1.6536 1.1108 1.4019
O -0.9570 3.4353 -2.0708
O 0.6711 -1.0539 -2.1619
C -0.5150 0.9929 1.6992
C -0.6226 2.8240 -3.0816
C 0.2157 -0.2990 -1.3170
N -0.8460 3.2777 -4.3007
N 0.7321 -4.7543 4.2114
N 0.0535 0.9750 -1.6155
N 0.2498 0.0741 1.1485
C 0.0452 1.7756 2.8449
C -1.5789 4.5179 -4.5503
C -0.2196 -3.6458 4.0482
C 0.2205 -2.6007 3.0317
C -0.1735 -3.0069 1.6086
C 1.7283 1.8104 -3.2069
C 0.5048 -2.2399 0.4559
C 0.2190 1.5194 -2.9448
C -0.1378 -0.8587 0.1196
H -0.5179 2.7374 -5.0857
H 0.6442 -5.3886 3.4591
H 0.7306 -5.1845 5.1286
H -0.3302 1.5777 -0.9274
H 1.0913 -0.1517 1.6372
H 0.4169 1.1133 3.5982
H -0.7911 2.3155 3.2677
H 0.7936 2.5004 2.4854
H -0.9388 5.4231 -4.4846
H -2.3268 4.6001 -3.7524
H -2.1184 4.4701 -5.4901
H -1.2195 -4.0159 3.8434
H -0.2914 -3.1656 5.0044
H -0.2175 -1.6400 3.3145
H 1.3165 -2.4695 3.0722
H -1.2409 -2.9873 1.4510
H 0.1650 -4.0262 1.4783
H 2.3418 0.8998 -3.0554
H 2.0973 2.6378 -2.5647
H 1.8546 2.1086 -4.2509
H 0.3491 -2.8301 -0.4099
H 1.6035 -2.2143 0.5751
H -0.1384 0.7844 -3.7170
H -1.2094 -0.9484 0.1026